Entry 1:
Formula: C21H40P2Pt
Source: the Open Molecules 2025 dataset
Level of theory: ωB97M-V/def2-TZVPD

XYZ file:
```
64
Properties=species:S:1:pos:R:3:forces:R:3
P 0.6363 4.3352 1.2596 0.2577 0.9161 0.4499
P 2.7767 3.1768 -0.6829 0.6885 0.6118 -0.3264
C 2.2226 5.3260 1.0554 -0.3185 -0.2438 0.0391
C 2.9050 5.0084 -0.2729 -0.0764 -0.3921 -0.0623
H 2.8704 5.0792 1.9137 -0.1311 0.1022 -0.3263
H 1.9536 6.3918 1.1020 0.2219 -0.2261 0.2412
H 2.4425 5.5596 -1.1094 0.1323 -0.1098 0.3332
H 3.9749 5.2609 -0.2233 -0.2902 0.1129 -0.2491
C 4.4090 2.7113 0.0428 -0.1300 -0.2334 -0.0129
H 4.6501 1.6948 -0.2919 0.0998 0.1716 0.2153
H 4.3286 2.7246 1.1367 0.1457 -0.0786 -0.1952
H 5.1906 3.4110 -0.2862 -0.1273 -0.2385 0.1201
C 3.3145 3.3447 -2.4322 0.0096 -0.1634 -0.0366
H 4.2476 3.9203 -2.5104 -0.2150 -0.1355 -0.1053
H 2.5115 3.8494 -2.9845 0.2456 -0.1594 -0.0285
H 3.4567 2.3353 -2.8367 0.0245 0.2724 -0.1315
C 0.4090 4.7112 3.0433 -0.1376 -0.0575 0.0266
H -0.5805 4.3413 3.3378 0.2188 0.1284 0.1640
H 0.4848 5.7902 3.2382 -0.0288 -0.2617 0.0821
H 1.1823 4.1697 3.6029 -0.2530 0.1466 0.0291
C -0.4779 5.6419 0.5821 -0.1517 -0.2473 -0.0183
H -0.3482 5.6884 -0.5059 -0.1558 0.0819 0.1865
H -0.2463 6.6175 1.0330 -0.1436 -0.2129 -0.1569
H -1.5110 5.3555 0.8141 0.1116 0.1991 -0.1914
Pt -1.4488 -1.8137 0.1840 -0.1716 -0.1675 0.1401
C -0.0721 -0.8705 -1.2728 -0.5336 0.0743 -0.7112
C 0.6657 -1.2668 -0.1386 0.6215 -0.9527 0.5177
C 1.1814 -0.3257 0.9246 0.3378 0.1425 0.5135
C 0.2268 -0.1562 2.1274 0.5911 -0.2115 0.2145
C -1.2284 -0.2920 1.7934 -0.3058 0.0094 -0.0897
C -1.8424 0.3252 0.6765 -0.6664 -0.4573 0.1037
C -1.1540 1.2472 -0.2930 0.3116 0.6689 -0.4869
C -0.5308 0.5415 -1.5233 -0.4605 0.2978 0.0263
C -3.2350 -2.3330 1.0656 -0.5428 -0.3703 0.2912
H -0.0022 -1.5096 -2.1601 0.0067 0.2194 0.3036
H 1.2342 -2.2083 -0.2263 -0.3500 0.5281 -0.0625
H 1.4835 0.6408 0.5061 -0.2275 -0.0460 -0.0907
H 2.1036 -0.7760 1.3169 -0.1026 0.2045 -0.0900
H 0.4750 -0.9561 2.8381 -0.1149 0.2062 -0.0674
H 0.4293 0.7914 2.6542 -0.0301 -0.0158 -0.1164
H -1.8849 -0.5787 2.6231 0.2606 0.1354 -0.2645
H -2.9353 0.4563 0.7362 0.5770 -0.1268 0.0099
H -0.4274 1.9071 0.2117 -0.1355 -0.3849 -0.1179
H -1.9279 1.9218 -0.6880 0.2374 -0.0209 0.1289
H -1.3206 0.4873 -2.2800 0.1835 -0.0396 -0.0066
H 0.2651 1.1607 -1.9594 0.1019 -0.0176 0.0892
H -3.8139 -2.8606 0.2986 0.0093 0.3040 0.1507
H -3.7811 -1.4792 1.4746 0.0912 -0.1442 -0.1136
H -2.9855 -3.0532 1.8591 -0.0360 0.3039 -0.1335
C -1.9074 -6.4245 -2.7282 -0.0929 0.1423 -0.2746
C -1.9267 -6.1644 -1.2229 0.1416 0.0592 -0.0137
C -3.3536 -6.3592 -0.7020 -0.2025 0.1926 0.1505
C -1.0017 -7.1662 -0.5323 0.1016 -0.0651 0.2556
C -1.5182 -4.7704 -0.9232 -0.1334 0.5163 0.2030
C -1.3911 -3.6022 -0.5622 0.2829 -0.9930 -0.4017
H -2.2702 -7.4343 -2.9452 0.0529 0.0543 0.0710
H -0.8946 -6.3303 -3.1251 -0.0647 0.0394 -0.0290
H -2.5605 -5.7123 -3.2426 0.1420 -0.0770 0.0029
H -3.7085 -7.3719 -0.9131 0.0791 0.0280 -0.0166
H -3.3859 -6.1988 0.3803 -0.0571 0.0040 -0.1327
H -4.0300 -5.6461 -1.1834 0.0355 -0.0906 0.1037
H 0.0215 -7.0697 -0.9009 -0.0306 0.0035 0.0679
H -1.0064 -7.0056 0.5507 0.0767 -0.0115 -0.1402
H -1.3437 -8.1883 -0.7236 0.0201 0.0748 -0.0311
```
Forces are in eV/Å.

Calculated values
LUMO level (alpha / beta) = 0.0268 / -0.0927 Eh
Energy relative to the best compared isomer or geometry (same formula, charge and spin) = 66.9 kJ/mol
Kohn-Sham gap (alpha / beta) = 5.3871 / 5.4324 eV
Maximum force = 1.2 eV Å⁻¹
Total energy = -44244.268 eV
HOMO energy (alpha / beta) = -0.1711 / -0.2923 Ha
Multiplicity = 3
Charge = 0
<S²> = 2.013

Mulliken atomic charge list, values in e, 2 entries: 0.830, 0.820

---

Entry 2:
Formula: C31H26BaClN6O7S2Se2
Source: the Open Molecules 2025 dataset
Level of theory: ωB97M-V/def2-TZVPD

XYZ file:
```
76
Properties=species:S:1:pos:R:3:forces:R:3
Ba -1.6962 0.2322 0.1473 0.3404 -1.6778 -0.3407
S -4.5483 -2.5462 -3.0970 0.1556 0.1294 0.2439
C -2.9204 -2.8871 -3.5037 -0.1089 -0.0884 -0.1537
C -2.0373 -2.3076 -2.6433 -0.1476 -0.0615 -0.0980
C -2.6294 -1.5599 -1.5761 -0.1685 -0.4511 -0.1418
C -3.9878 -1.5984 -1.6899 0.1487 -0.4982 -0.6578
C -4.9586 -0.9292 -0.8517 -0.4399 0.0357 0.1663
C -6.3231 -0.8696 -1.1862 0.0849 0.0159 0.0709
C -7.1873 -0.1524 -0.3876 0.1085 0.0108 0.0612
C -6.6904 0.4808 0.7472 -0.0679 -0.0223 -0.0005
C -5.3440 0.3316 1.0350 -0.1401 0.0257 0.1546
N -4.5016 -0.3526 0.2714 0.0051 -0.0046 -0.1668
H -2.7188 -3.5020 -4.3695 0.0692 0.0117 -0.0155
H -0.9645 -2.3936 -2.7737 0.0192 -0.0713 -0.0278
H -6.6711 -1.3826 -2.0721 -0.0560 0.0739 -0.0337
H -8.2385 -0.0774 -0.6397 -0.0014 -0.0213 -0.0273
H -7.3341 1.0647 1.3911 0.0312 -0.0122 0.0404
H -4.9037 0.7619 1.9290 -0.0171 0.0673 -0.0416
O 5.4938 -0.4693 -4.5146 0.0224 -0.0806 0.0861
C 4.5419 0.5814 -4.4812 -0.0915 0.1135 -0.1184
C 3.6360 0.4270 -3.2914 0.1091 -0.0307 0.0631
C 2.9408 1.5205 -2.7939 0.0756 -0.0837 -0.0435
C 2.1061 1.3412 -1.7009 0.0820 0.0296 -0.1025
N 1.9228 0.1611 -1.1241 -0.3020 0.0301 0.1250
C 2.5656 -0.8940 -1.6146 0.1536 0.1505 -0.1965
C 3.4495 -0.8065 -2.6858 -0.0023 0.0518 0.0733
C 2.2456 -2.2014 -0.9902 0.0297 -0.3436 0.1059
C 3.2069 -3.1874 -0.7823 -0.0354 -0.0005 0.0145
C 2.8159 -4.3967 -0.2204 0.0608 0.0507 0.0288
C 3.8299 -5.4901 0.0152 -0.0826 -0.0212 0.0539
O 5.1316 -5.0089 0.3032 0.0648 0.0393 -0.0395
C 1.4792 -4.5729 0.1121 0.1224 0.0519 -0.0600
C 0.5946 -3.5304 -0.1294 -0.0502 -0.0978 0.0397
N 0.9695 -2.3797 -0.6645 -0.2096 0.3279 0.0223
H 6.0820 -0.3243 -5.2593 -0.0177 -0.0066 -0.0396
H 3.9229 0.5660 -5.3882 0.0469 0.0289 0.0128
H 5.0421 1.5551 -4.4316 -0.0532 -0.0136 0.0166
H 3.0513 2.4933 -3.2560 -0.0319 0.0564 0.0678
H 1.5509 2.1661 -1.2723 0.0191 0.0356 -0.0487
H 3.9723 -1.6776 -3.0543 -0.0349 -0.0226 -0.0020
H 4.2477 -3.0238 -1.0297 -0.0058 0.0583 -0.0508
H 3.9307 -6.0889 -0.8927 0.0119 -0.0346 0.0606
H 3.4784 -6.1467 0.8195 -0.0394 -0.0195 -0.0834
H 5.0638 -4.3738 1.0239 -0.0052 -0.0126 0.0106
H 1.1398 -5.5008 0.5545 -0.0537 0.0127 0.0293
H -0.4595 -3.6050 0.1136 -0.0026 -0.0472 0.0292
Se -0.4296 3.0553 5.0762 -0.2239 -0.2545 0.1558
Se 1.7737 3.3294 4.5657 0.6007 -0.0442 0.0306
C 2.3345 1.6798 3.6928 -0.6352 -0.2307 -0.3705
C 3.5581 1.1460 4.0836 -0.0695 0.3672 0.2279
C 3.9867 -0.0213 3.4870 0.1783 0.0104 -0.0544
C 3.2069 -0.5872 2.5004 -0.0957 -0.2280 -0.1716
C 2.0096 0.0214 2.1506 -0.0546 0.2690 0.2801
N 1.5620 1.1360 2.7526 0.3476 -0.0960 0.0352
C -1.2568 4.2072 3.7702 0.3572 -0.0139 -0.2064
C -2.6267 4.4253 3.8454 0.0026 -0.0474 -0.0887
C -3.1990 5.1994 2.8537 -0.0347 -0.0023 -0.0086
C -2.3966 5.7235 1.8496 -0.0401 0.0109 -0.0597
C -1.0367 5.4748 1.8991 -0.0993 -0.0186 0.1399
N -0.4723 4.7345 2.8532 -0.1046 0.0538 -0.2097
H 4.1436 1.6402 4.8466 -0.0218 -0.0490 0.0830
H 4.9197 -0.4814 3.7885 0.0166 0.0231 0.0024
H 3.5093 -1.5033 2.0099 -0.0358 0.0058 -0.0788
H 1.3968 -0.4070 1.3648 -0.0288 0.1159 0.1616
H -3.2188 3.9771 4.6295 -0.0455 -0.0373 0.0331
H -4.2657 5.3849 2.8509 -0.0037 -0.0388 0.0085
H -2.8222 6.2925 1.0352 0.0203 0.0394 0.0064
H -0.3681 5.8816 1.1499 0.0104 -0.0333 -0.0320
O -0.8953 -1.1765 1.8263 1.1822 -1.7727 1.6957
S -1.6052 -0.5254 2.9820 -0.0823 -0.2591 1.2182
N -2.5381 0.5462 2.6480 -0.3818 0.4018 0.8091
O -2.0821 3.5757 -2.3159 0.0128 0.1309 0.0338
Cl -1.9201 2.2808 -1.7340 -0.2736 2.9309 -2.9377
O -1.6613 1.3072 -2.7389 0.1359 -0.5769 -0.1950
O -3.0954 1.9315 -0.9993 -1.4695 0.5519 0.0564
O -0.8078 2.3056 -0.8190 1.2407 1.1078 0.3489
```
Forces are in eV/Å.

Calculated values
LUMO level = 0.0732 Eh
Energy relative to the best compared isomer or geometry (same formula, charge and spin) = 263.7 kJ/mol
Kohn-Sham gap = 6.3571 eV
Maximum force = 4.2 eV Å⁻¹
Total energy = -221415.141 eV
HOMO energy = -0.1604 Ha
Multiplicity = 1
Charge = -1

Mulliken atomic charge list, values in e, 2 entries: 1.706, -0.367

---

Entry 3:
Formula: C27H49NP2Re
Source: the Open Molecules 2025 dataset
Level of theory: ωB97M-V/def2-TZVPD

XYZ file:
```
80
Properties=species:S:1:pos:R:3:forces:R:3
P -0.0847 -2.4247 -4.1115 -0.2808 0.9505 -3.8008
P 0.4774 0.8509 -3.9857 -0.5240 -0.0601 -3.7320
C -0.3334 -1.2850 -5.6468 0.4215 -0.2911 0.8654
C 0.6847 -0.1544 -5.6030 -0.6006 0.5889 0.8243
H -1.4154 -1.0261 -5.6564 0.8416 0.1844 -0.2333
H -0.0909 -2.0174 -6.4335 -0.3825 0.3355 0.0760
H 1.7504 -0.4510 -5.6632 -0.7076 -0.1237 -0.3140
H 0.4330 0.5747 -6.3890 0.4899 -0.3325 0.1008
C -1.0239 1.7316 -4.6612 -0.4189 -0.0148 0.5778
H -1.3179 2.5369 -3.9660 -0.1186 -0.3524 -0.3324
H -1.8696 1.0504 -4.8578 0.2128 0.4094 0.2126
H -0.7253 2.1832 -5.6213 -0.2369 -0.2110 0.4886
C 1.6057 2.1759 -4.5170 0.5398 0.3839 0.3626
H 1.1880 2.5678 -5.4574 0.3961 -0.0816 0.4195
H 2.6276 1.8189 -4.7086 -0.2270 0.2190 0.2739
H 1.5907 2.9744 -3.7619 0.3020 -0.0985 -0.3047
C -1.1314 -3.7446 -4.6991 -0.7692 -0.7435 -0.0493
H -1.0571 -4.6079 -4.0139 -0.3200 0.2195 -0.5736
H -0.6856 -3.9998 -5.6714 -0.6077 -0.1995 0.2375
H -2.1740 -3.4204 -4.8464 0.3031 -0.3353 0.1445
C 1.4677 -3.1170 -4.7436 1.1352 -1.0475 -0.3904
H 2.2733 -2.3781 -4.8543 -0.3760 -0.4037 0.0819
H 1.2138 -3.5407 -5.7027 0.2080 -0.1847 -0.4174
H 1.7975 -3.9252 -4.0552 0.2792 0.5293 -1.4667
Re 0.4134 -0.7268 -1.5393 2.1376 0.4850 1.3031
C 0.6594 1.8990 -1.2381 -1.3421 -1.9289 0.8124
C -0.6735 1.3320 -1.2095 1.7940 1.0562 -1.2745
C -1.3032 0.0720 -1.9604 -3.4239 3.1316 -0.0544
C -1.5814 -2.0120 -1.7475 -1.3432 -0.0339 -2.6250
C -0.7292 -3.1488 -1.9976 4.0215 -2.0951 2.3429
C 0.7803 -3.2658 -2.4510 -1.4282 0.9321 2.9563
C 1.7690 -2.0690 -2.4436 -1.2278 1.6868 1.8758
C 1.7976 0.9135 -1.4707 0.4807 -2.1522 -1.1091
C 1.1525 -1.0491 0.4805 0.3069 -1.5114 -0.1187
H 0.9241 2.8965 -0.8140 -0.7165 -0.9374 0.1881
H -1.4998 1.7303 -0.6358 0.3922 0.8104 0.0669
H -1.5315 0.0873 -3.0520 0.5257 0.5263 0.9309
H -2.3230 0.0459 -1.5733 0.2181 -0.2303 0.5367
H -2.1662 -1.8839 -0.8266 0.5546 -1.0886 0.1342
H -2.4015 -1.8700 -2.5679 1.8570 0.0503 1.0228
H -1.1465 -4.0703 -1.5625 0.5914 -0.2302 -0.1323
H 1.3199 -4.2739 -2.4234 -1.6393 1.0050 0.1386
H 1.8918 -1.2861 -3.2248 0.2362 -1.6146 -0.2303
H 2.5659 -1.8535 -1.7305 0.3234 -1.5673 0.1096
H 2.5094 0.5501 -0.6768 -0.5372 1.8418 -0.5786
H 2.2144 0.6915 -2.5005 0.2330 1.3512 1.6236
H 0.6867 -0.2958 1.0896 -0.0479 0.5597 0.3231
H 2.2531 -1.0650 0.8019 -1.3619 0.0000 -1.0625
H 0.7078 -2.0241 0.8188 0.3679 0.6233 -0.1736
C 1.7834 0.7572 8.1713 0.0185 -0.1861 0.0925
C 1.2199 1.3595 6.9139 -0.0034 0.8105 -0.3463
C 1.0170 2.7495 6.8631 -0.0101 -0.3390 -0.2597
C 0.5055 3.3631 5.7146 -0.1531 -0.1753 0.5860
C 0.2465 4.8460 5.6970 0.1355 0.2000 -0.0861
C 0.1645 2.5906 4.6161 0.0424 -1.4030 -0.6686
C 0.3383 1.1612 4.5985 0.5307 2.2997 3.7872
C 0.9153 0.5831 5.7971 -0.7226 -0.0678 -1.4226
N -0.0513 0.4584 3.5298 -0.8930 -1.7574 -2.5349
C -1.4538 -0.0278 3.3404 -0.3703 0.6505 0.9510
C -1.5261 -1.4442 3.9114 0.4634 -0.2722 0.3891
C -2.5140 0.8427 4.0047 -0.1124 0.3919 0.6302
C -1.8416 -0.0374 1.8851 0.0218 0.0335 -0.7825
H 2.5346 1.4222 8.6145 -0.1192 -0.2111 -0.1351
H 0.9954 0.6223 8.9233 0.1230 -0.0209 -0.1607
H 2.2366 -0.2200 7.9721 -0.0515 0.1918 0.1154
H 1.2814 3.3602 7.7317 -0.1090 -0.1928 -0.2938
H -0.6743 5.1282 6.2296 0.2330 -0.2409 -0.1415
H 1.0726 5.3779 6.1781 -0.1243 0.0019 -0.0935
H 0.1615 5.1956 4.6639 -0.0071 0.0810 0.1728
H -0.2234 3.0588 3.7054 0.0706 -0.0597 0.3622
H 1.0791 -0.5003 5.8180 -0.0356 0.4015 0.0160
H -1.3158 -1.4049 4.9899 -0.1646 -0.1016 -0.2602
H -2.5154 -1.9001 3.7511 0.2858 0.2804 0.0626
H -0.7601 -2.0873 3.4613 -0.1340 0.0602 -0.0071
H -2.4792 1.8596 3.5796 -0.0904 -0.3058 0.2776
H -3.5169 0.4194 3.8168 0.4279 0.1711 0.0941
H -2.3563 0.9084 5.0905 -0.1169 0.0535 -0.2897
H -1.0569 -0.4797 1.3138 0.3864 -0.4417 -0.5301
H -2.7465 -0.6263 1.7124 -0.0452 0.1011 0.2263
H -2.0101 0.9676 1.4871 -0.0076 0.0365 0.1927
```
Forces are in eV/Å.

Calculated values
LUMO level (alpha / beta) = -0.3076 / -0.3031 Eh
Energy relative to the best compared isomer or geometry (same formula, charge and spin) = 125.5 kJ/mol
Kohn-Sham gap (alpha / beta) = 3.2138 / 3.1894 eV
Maximum force = 5.1 eV Å⁻¹
Total energy = -50960.212 eV
HOMO energy (alpha / beta) = -0.4257 / -0.4203 Ha
Multiplicity = 4
Charge = +2
<S²> = 4.136

Mulliken atomic charge list, values in e, 2 entries: 0.628, 0.605